DFT (ωB97M-V/def2-TZVPD) results for C11H15NS in the gas phase at a distorted geometry.

Geometry (Å):
S: -1.958 2.501 3.766
N: 0.536 1.327 1.132
C: 1.105 0.998 0.005
C: -1.410 -1.438 3.710
C: -0.646 -1.819 2.584
C: -0.142 -0.839 1.822
C: -1.265 1.006 2.951
C: -1.739 -0.084 3.805
C: -0.875 -0.055 -1.230
C: 0.623 0.348 -1.326
C: 1.524 -0.882 -1.569
C: -0.327 0.567 1.913
C: 0.870 1.339 -2.415
H: 1.849 1.764 -0.166
H: 0.536 -1.085 1.006
H: -1.557 -2.026 4.558
H: -0.247 -2.794 2.390
H: 2.450 -0.454 -1.869
H: 0.167 2.185 -2.360
H: -2.075 3.322 2.689
H: -1.474 0.243 -1.998
H: 0.998 -1.449 -2.223
H: 1.379 -1.203 -0.645
H: -2.601 0.158 4.453
H: -1.260 0.434 -0.397
H: 1.818 1.751 -2.316
H: 0.695 0.886 -3.335
H: -0.852 -1.170 -1.096

Results
- E_LUMO: 0.164 eV
- F_max: 4.91 eV/A
- E: -880.95328 Eh
- SMILES string: CC(C)(C)/C=N\c1ccccc1S
- HOMO level: -7.99 eV
- Relative energy (zero: lowest compared OMol25 entry of this formula, charge and spin): 92.2 kcal/mol

DFT (ωB97M-V/def2-TZVPD) results for a molecular structure, C9H6FeN2O4 at a distorted geometry.

Geometry (Å):
Fe: 1.523 -0.080 -0.621
O: 0.638 -4.482 -2.875
O: 3.126 -2.132 -2.752
O: 2.035 0.923 -3.424
O: 4.159 -1.307 0.252
N: -3.073 1.611 2.438
N: 0.099 0.452 0.099
C: 0.145 0.216 1.445
C: 2.594 -1.392 -2.000
C: 0.417 -3.560 -2.156
C: -2.109 1.266 0.242
C: -2.069 1.179 1.640
C: 3.279 -0.792 -0.330
C: -1.060 0.852 -0.539
C: -0.916 0.632 2.206
C: 2.034 0.431 -2.341
H: -0.835 0.518 3.271
H: -2.984 1.638 -0.240
H: 1.007 -0.331 1.861
H: -3.913 2.007 2.035
H: -1.098 0.816 -1.630
H: -2.999 1.534 3.419

Results
- E_LUMO (spin up / spin down): -13.324 / -16.026 eV
- F_max: 11.53 eV/A
- E: -2019.32016 Eh
- Total charge: +3
- HOMO level (spin up / spin down): -22.09 / -22.19 eV
- Relative energy (zero: lowest compared OMol25 entry of this formula, charge and spin): 45.8 kcal/mol
- 2S+1: 6
- <S²>: 8.82

DFT (ωB97M-V/def2-TZVPD) results for a molecular structure, C16H8BrF6N2O10PtS2 at a distorted geometry.

Geometry (Å):
Pt: 0.516 -0.887 0.044
Br: -5.917 0.093 5.980
S: 2.198 -2.007 2.597
S: 3.472 -2.171 0.170
F: 1.768 0.548 2.188
F: 4.179 -0.673 -1.959
F: 3.173 0.401 -0.376
F: 5.232 -0.179 -0.155
F: 2.874 0.170 3.994
F: 0.754 -0.165 3.967
O: 2.204 -2.462 -0.448
O: 1.206 -0.506 -1.985
O: -0.945 -0.688 1.503
O: 2.553 -2.768 3.751
O: -1.298 2.618 -6.737
O: 1.005 -2.414 1.906
O: 4.515 -3.111 -0.079
O: -0.823 1.531 1.546
O: -1.363 0.221 -1.044
O: 0.388 1.675 -7.685
N: 3.401 -1.658 1.650
N: -0.319 1.886 -6.711
C: -4.087 -0.918 4.055
C: -1.306 0.471 1.908
C: 0.767 0.007 -3.050
C: -0.426 0.811 -3.156
C: -2.431 0.400 2.913
C: -3.053 -0.823 3.145
C: -2.845 1.530 3.604
C: -0.748 1.445 -4.353
C: 1.866 -0.267 3.238
C: 0.016 1.252 -5.490
C: 1.504 -0.185 -4.267
C: -4.487 0.220 4.730
C: 4.052 -0.570 -0.635
C: 1.139 0.398 -5.437
C: -3.878 1.444 4.521
C: -1.332 0.921 -2.046
H: -1.624 2.079 -4.400
H: -4.575 -1.865 4.234
H: 1.696 0.226 -6.345
H: -2.712 -1.692 2.603
H: -2.357 2.474 3.421
H: -4.210 2.313 5.067
H: -2.102 1.706 -2.170
H: 2.363 -0.832 -4.205

Results
- E_LUMO (spin up / spin down): 0.380 / 0.377 eV
- F_max: 5.79 eV/A
- E: -5565.25540 Eh
- Total charge: -1
- HOMO level (spin up / spin down): -6.39 / -6.39 eV

DFT (ωB97M-V/def2-TZVPD) results for a molecular structure, C70H69As2CsN3O2P at a distorted geometry.

Geometry (Å):
Cs: 0.354 -0.098 0.655
As: -3.076 1.066 -1.027
As: -0.267 2.610 -1.995
P: 0.285 -1.653 -2.877
O: -2.251 -1.734 0.386
O: -1.273 -1.397 2.362
N: -4.125 -3.305 1.281
N: 1.703 -1.475 -3.858
N: 2.626 -0.408 -2.070
C: -1.337 -3.996 -5.885
C: -0.782 -2.352 -4.207
C: -2.286 6.047 1.373
C: 2.696 1.005 3.146
C: -2.627 0.547 4.909
C: -2.779 -2.100 -5.545
C: 3.492 4.121 -1.688
C: 1.961 0.499 4.203
C: 4.992 -1.768 2.099
C: -3.176 -2.844 2.314
C: 0.634 -3.227 -2.005
C: -0.441 -4.003 -1.568
C: -0.562 3.905 1.684
C: 1.928 -3.642 -1.719
C: -3.881 1.365 -3.874
C: 4.921 -3.694 4.093
C: 2.678 -2.253 1.372
C: 2.147 -4.836 -1.042
C: 2.604 -4.283 3.449
C: 2.089 3.233 3.788
C: -0.087 5.132 1.279
C: -3.448 0.617 3.780
C: 3.532 0.394 -1.510
C: -0.928 6.238 1.120
C: 5.431 3.712 -0.352
C: 1.536 -4.068 2.624
C: -4.028 2.725 -0.570
C: 2.778 2.389 2.887
C: -2.147 -1.904 1.714
C: -4.631 -0.123 3.784
C: 1.350 2.719 4.836
C: -0.221 -5.196 -0.900
C: 4.036 3.686 -0.476
C: 6.049 -2.946 3.910
C: 1.079 -5.618 -0.642
C: -4.172 -0.961 5.993
C: -1.934 3.704 2.036
C: 1.590 -3.074 1.616
C: -1.926 -1.639 -4.548
C: 6.234 4.138 -1.394
C: -5.000 -0.896 4.881
C: 3.776 -3.505 3.275
C: 1.271 1.346 5.067
C: 3.705 -0.104 -4.183
C: 3.168 3.190 0.607
C: -2.720 2.718 -5.477
C: 5.677 4.559 -2.601
C: -2.485 -3.279 -6.211
C: -2.403 2.572 2.675
C: 1.111 2.304 -3.366
C: -1.785 2.394 -3.262
C: -4.677 -0.070 -1.197
C: 4.295 4.550 -2.736
C: -0.493 -3.536 -4.887
C: -3.346 -5.257 2.399
C: -0.199 4.564 -2.001
C: 4.555 0.994 -2.224
C: -2.982 -0.235 5.995
C: -3.086 1.448 2.610
C: 4.634 0.726 -3.586
C: -2.785 4.833 1.802
C: -1.728 2.953 -4.539
C: 3.792 -2.518 2.250
C: -2.893 1.610 -2.918
C: -2.470 -4.099 2.881
C: 2.704 -0.642 -3.371
C: -3.794 1.904 -5.148
C: 6.087 -1.966 2.893
C: 3.594 2.880 1.833
C: -3.856 -4.734 1.059
H: -1.061 -5.798 -0.573
H: 0.712 -2.991 0.964
H: -2.652 3.165 -6.462
H: 3.240 0.320 2.505
H: -5.281 -0.068 2.914
H: -1.458 -3.678 -1.769
H: 4.998 -1.012 1.322
H: 0.810 3.405 5.481
H: 5.249 1.658 -1.731
H: 7.312 4.138 -1.271
H: 6.309 4.890 -3.417
H: 1.930 -0.577 4.346
H: 3.837 4.878 -3.664
H: -4.582 2.582 0.355
H: -4.188 -5.414 3.078
H: -0.540 7.198 0.805
H: 0.644 -4.680 2.746
H: -3.843 4.733 2.023
H: 5.845 3.373 0.591
H: -3.071 -4.829 0.303
H: 5.415 1.182 -4.184
H: -2.793 -6.193 2.310
H: 2.413 4.114 -1.806
H: 1.099 3.087 -4.124
H: 0.389 -4.105 -4.614
H: -4.570 1.699 -5.878
H: -2.147 -0.711 -4.035
H: 1.585 -1.508 -4.858
H: -3.149 -3.645 -6.986
H: 6.978 -1.364 2.755
H: -1.465 -4.180 2.466
H: -5.936 -1.444 4.867
H: 2.107 3.102 0.291
H: 0.710 4.878 -1.491
H: -4.746 -5.236 0.681
H: -3.687 -2.283 3.097
H: 2.095 2.279 -2.897
H: 0.143 3.097 1.828
H: -5.523 0.470 -1.624
H: -0.210 4.954 -3.021
H: 3.732 -0.322 -5.244
H: -1.699 1.106 4.894
H: 2.769 -3.019 -1.990
H: -2.370 -4.044 3.962
H: 0.919 1.340 -3.837
H: -4.945 -0.393 -0.189
H: -1.040 4.958 -1.431
H: 1.254 -6.536 -0.095
H: -0.884 3.575 -4.815
H: 0.978 5.226 1.085
H: -2.980 6.873 1.235
H: -3.512 1.029 1.676
H: 3.425 0.565 -0.445
H: -2.318 -0.290 6.850
H: 0.679 0.949 5.883
H: 2.128 4.305 3.629
H: -5.075 -3.167 1.598
H: -1.108 -4.919 -6.404
H: -3.666 -1.531 -5.798
H: -4.732 0.743 -3.626
H: -4.701 2.998 -1.385
H: -4.444 -1.571 6.846
H: 6.912 -3.096 4.550
H: 2.573 -5.035 4.232
H: -3.089 -2.191 0.145
H: -3.304 3.522 -0.398
H: -4.463 -0.953 -1.802
H: 3.158 -5.126 -0.789
H: 4.882 -4.445 4.877

Results
- E_LUMO: 3.078 eV
- F_max: 1.38 eV/A
- E: -7856.50770 Eh
- Total charge: -2
- HOMO level: -0.75 eV
- Relative energy (zero: lowest compared OMol25 entry of this formula, charge and spin): 13.4 kcal/mol

DFT (ωB97M-V/def2-TZVPD) results for a molecular structure, C16H42BrN11O26S at a distorted geometry.

Geometry (Å):
Br: -1.826 -4.402 0.597
S: -3.557 -1.333 1.041
O: -12.026 -0.323 -0.720
O: 9.683 8.328 2.212
O: -2.769 -0.614 0.115
O: -4.289 -2.604 0.423
O: -0.379 -3.565 3.494
O: -11.719 -0.095 1.399
O: 8.554 5.431 -3.637
O: -0.266 -5.470 -2.263
O: 3.890 -2.634 -0.818
O: 1.282 -0.532 0.563
O: 5.762 -2.359 0.215
O: 4.513 -0.718 -3.573
O: 6.304 0.138 -2.735
O: -2.535 -2.175 1.986
O: -0.818 3.546 -2.263
O: 3.622 3.465 -2.628
O: 1.616 -3.450 4.302
O: -0.572 -3.962 -3.776
O: 10.168 6.663 0.932
O: 7.774 5.715 -1.647
O: -1.160 5.024 -3.793
O: -10.712 -3.987 1.247
O: -8.754 -4.006 2.144
O: 4.262 5.459 -3.131
O: -4.442 -0.516 1.785
O: 1.954 1.501 0.339
N: 4.919 -3.047 -0.322
N: 0.626 -2.957 3.806
N: 9.380 7.409 1.486
N: 8.637 5.364 -2.430
N: -11.911 0.348 0.280
N: -9.710 -3.439 1.641
N: 1.105 0.637 0.269
N: 4.466 4.277 -2.962
N: -0.554 4.583 -2.841
N: 5.121 -0.147 -2.692
N: 0.021 -4.434 -2.831
C: -2.899 -3.544 1.968
C: -5.821 -4.650 3.792
C: -5.032 -4.783 1.319
C: -0.249 1.025 -0.207
C: 9.889 4.806 -1.850
C: 4.379 0.242 -1.466
C: 0.652 -1.491 3.550
C: 5.845 3.759 -3.176
C: 5.154 -4.515 -0.382
C: -6.006 -5.274 2.413
C: -9.622 -1.958 1.507
C: 0.608 5.362 -2.330
C: 7.934 7.158 1.240
C: 1.202 -3.700 -2.301
C: -4.370 -3.473 1.615
C: -12.008 1.828 0.148
H: 0.803 -0.999 4.507
H: 7.766 7.248 0.173
H: 0.994 -3.456 -1.263
H: 1.352 -2.802 -2.888
H: 2.057 -4.362 -2.380
H: -0.294 -1.206 3.105
H: 0.398 5.618 -1.296
H: 6.176 3.318 -2.240
H: -9.498 -1.548 2.504
H: -6.328 -3.691 3.804
H: 6.102 -4.730 0.096
H: -4.786 -4.478 4.059
H: 4.451 1.321 -1.372
H: -10.529 -1.591 1.047
H: 4.333 -4.997 0.139
H: -5.832 -6.337 2.526
H: 4.850 -0.255 -0.627
H: -12.177 2.067 -0.895
H: 5.170 -4.798 -1.430
H: 5.790 3.010 -3.962
H: -0.953 0.793 0.583
H: -0.243 2.084 -0.429
H: -2.797 -4.073 2.900
H: 10.326 5.574 -1.218
H: -12.837 2.155 0.766
H: 7.358 7.891 1.791
H: 7.714 6.151 1.581
H: -8.753 -1.745 0.888
H: 0.721 6.252 -2.936
H: -4.847 -2.821 2.339
H: -6.315 -5.247 4.544
H: 6.481 4.581 -3.468
H: 1.487 4.728 -2.404
H: 1.477 -1.291 2.874
H: -5.591 -4.652 0.401
H: -7.029 -5.168 2.094
H: -0.466 0.443 -1.096
H: 10.552 4.539 -2.664
H: -11.072 2.248 0.501
H: 9.615 3.934 -1.264
H: -4.292 -5.544 1.121
H: 3.350 -0.070 -1.568

Results
- E_LUMO: -0.343 eV
- F_max: 1.33 eV/A
- E: -6164.52408 Eh
- HOMO level: -10.56 eV
- Relative energy (zero: lowest compared OMol25 entry of this formula, charge and spin): 13.7 kcal/mol

DFT (ωB97M-V/def2-TZVPD) results for C4H7NO in the gas phase.

Geometry (Å):
O: -0.634 -1.911 -1.139
N: 0.066 0.188 -0.357
C: -0.007 0.452 1.077
C: 0.568 0.921 -1.486
C: -0.420 -1.085 -0.284
C: -0.535 -0.993 1.246
H: 0.141 -1.671 1.769
H: 1.414 1.544 -1.184
H: 0.965 0.667 1.539
H: -0.194 1.563 -1.944
H: 0.903 0.194 -2.232
H: -0.721 1.237 1.350
H: -1.545 -1.107 1.645

Results
- E_LUMO: 0.877 eV
- F_max: 0.38 eV/A
- E: -286.59632 Eh
- SMILES string: CN1CCC1=O
- HOMO level: -9.37 eV
- Relative energy (zero: lowest compared OMol25 entry of this formula, charge and spin): 22.2 kcal/mol

DFT (ωB97M-V/def2-TZVPD) results for 2 unconnected molecules or ions with the total composition C3H4Br2 at a distorted geometry.

Geometry (Å):
Br: 1.314 2.318 0.013
Br: 3.009 -1.630 -0.027
C: -0.638 -0.026 0.808
C: 0.423 0.671 0.060
C: -0.544 -0.082 -0.752
H: -1.215 0.403 -1.431
H: -0.281 -1.081 -1.265
H: -0.653 -1.029 1.389
H: -1.415 0.457 1.204

Results
- E_LUMO (spin up / spin down): -0.957 / -3.110 eV
- F_max: 4.15 eV/A
- E: -5264.56933 Eh
- HOMO level (spin up / spin down): -10.36 / -8.34 eV
- Relative energy (zero: lowest compared OMol25 entry of this formula, charge and spin): 80.7 kcal/mol

DFT (ωB97M-V/def2-TZVPD) results for a gas-phase ion, C5H10N (charge +1) at a distorted geometry.

Geometry (Å):
N: -1.253 0.262 -0.967
C: -1.447 1.623 -1.330
C: -0.421 -0.125 0.014
C: 0.333 0.524 1.106
C: 0.351 -1.000 1.058
C: 1.536 -1.805 0.543
H: 1.182 1.159 0.775
H: -0.939 1.924 -2.271
H: 0.017 1.120 2.027
H: 2.248 -1.929 1.472
H: 2.048 -1.079 -0.145
H: 1.183 -2.836 0.245
H: -1.195 2.259 -0.417
H: -0.086 -1.725 1.847
H: -1.638 -0.467 -1.558
H: -2.525 1.841 -1.587

Results
- E_LUMO: -4.933 eV
- F_max: 4.69 eV/A
- E: -250.91012 Eh
- Total charge: +1
- SMILES string: C/[NH+]=C1\C[C@@H]1C
- HOMO level: -15.83 eV
- Relative energy (zero: lowest compared OMol25 entry of this formula, charge and spin): 59.7 kcal/mol

Question: Look up the E of the first one.
Answer: -880.95328 Eh